Molecular formula: C16H16ClN3O
Method: DFT, ωB97M-V with the def2-TZVPD basis set

Element x y z (Å)
C: 1.323 -6.177 0.233
C: 2.207 -5.279 0.905
C: 2.801 -4.088 0.088
C: 2.123 -2.845 0.493
C: 2.685 -2.016 1.450
Cl: 4.220 -2.391 2.243
N: 2.007 -0.863 1.830
C: 0.830 -0.563 1.326
N: 0.308 0.642 1.865
C: -0.344 1.565 1.104
C: -1.350 2.233 1.814
C: -2.291 3.115 1.158
C: -2.137 3.388 -0.180
C: -1.251 2.629 -0.933
C: -0.261 1.794 -0.318
C: -1.108 3.026 -2.277
C: -2.215 4.033 -2.511
C: -2.954 4.179 -1.182
N: 0.289 -1.203 0.250
C: 0.927 -2.355 -0.224
O: 0.380 -2.925 -1.119
H: 1.084 -6.976 0.821
H: 0.790 -6.094 -0.684
H: 2.421 -5.396 2.019
H: 2.531 -4.167 -0.941
H: 3.858 -4.056 0.120
H: 0.881 1.082 2.560
H: -1.652 2.007 2.895
H: -3.077 3.663 1.765
H: 0.619 1.414 -0.751
H: -1.123 2.157 -2.925
H: -0.146 3.521 -2.475
H: -1.894 5.060 -2.841
H: -2.838 3.761 -3.332
H: -3.997 3.821 -1.318
H: -2.966 5.303 -1.009
H: -0.681 -0.998 0.078

Maximum force   5.968 eV Å⁻¹
SMILES   C=CCc1c(Cl)nc(Nc2ccc3c(c2)CCC3)[nH]c1=O
ΔE to the lowest compared entry with this formula, charge and spin   246.6 kJ/mol
Charge   0
Orbital gap   8.540 eV



Molecular formula: C16H16ClN3O3
Method: DFT, ωB97M-V with the def2-TZVPD basis set

Element x y z (Å)
C: 1.794 4.724 0.237
C: 1.749 3.244 0.398
N: 2.251 2.528 -0.592
C: 2.215 1.215 -0.537
Cl: 2.928 0.409 -1.876
C: 1.663 0.487 0.517
C: 1.674 -1.021 0.511
O: 2.250 -1.674 1.354
N: 0.983 -1.547 -0.516
C: 0.756 -2.965 -0.660
C: -0.668 -3.346 -0.218
C: -1.682 -2.557 -0.996
C: -2.132 -3.003 -2.232
C: -3.022 -2.245 -2.973
C: -3.467 -1.026 -2.490
C: -3.023 -0.571 -1.260
C: -2.136 -1.332 -0.519
C: 1.147 1.209 1.598
C: 0.581 0.514 2.789
C: 1.189 2.607 1.515
N: 0.623 3.406 2.575
O: 1.286 4.323 3.005
O: -0.492 3.116 2.951
H: 2.174 4.956 -0.753
H: 0.805 5.161 0.361
H: 2.447 5.163 0.988
H: 0.481 -0.939 -1.145
H: 0.911 -3.241 -1.706
H: 1.492 -3.474 -0.035
H: -0.770 -3.140 0.849
H: -0.807 -4.415 -0.381
H: -1.788 -3.954 -2.612
H: -3.368 -2.606 -3.930
H: -4.161 -0.434 -3.068
H: -3.369 0.377 -0.875
H: -1.798 -0.977 0.445
H: -0.508 0.515 2.735
H: 0.937 -0.510 2.835
H: 0.858 1.023 3.710

Maximum force   1.476 eV Å⁻¹
SMILES   Cc1nc(Cl)c(C(=O)NCCc2ccccc2)c(C)c1[N+](=O)[O-]
ΔE to the lowest compared entry with this formula, charge and spin   281.1 kJ/mol
Charge   0
Orbital gap   8.990 eV



Molecular formula: C16H16F2N2O
Method: DFT, ωB97M-V with the def2-TZVPD basis set

Element x y z (Å)
N: -0.365 0.419 -2.366
C: 0.323 0.417 -1.061
C: 1.394 -0.635 -1.223
C: 2.625 -0.208 -1.759
C: 3.614 -1.181 -1.885
C: 3.297 -2.554 -1.641
N: 2.005 -2.948 -1.298
C: 1.070 -2.042 -1.173
C: -0.310 -2.632 -0.714
O: -1.340 -2.055 -1.494
C: -0.643 -2.292 0.728
C: -0.299 -0.826 1.190
C: -0.688 0.270 0.166
C: -1.008 1.534 0.934
C: 0.016 2.431 1.441
C: -0.292 3.528 2.241
C: -1.580 3.722 2.785
C: -2.583 2.978 2.235
F: -3.850 3.327 2.551
C: -2.328 1.962 1.293
F: -3.402 1.486 0.619
H: -0.458 -0.512 -2.785
H: -1.276 0.694 -2.142
H: 0.754 1.371 -0.948
H: 2.766 0.884 -2.054
H: 4.619 -1.045 -2.269
H: 4.006 -3.384 -1.614
H: -0.258 -3.775 -0.898
H: -1.891 -2.775 -1.898
H: -0.170 -2.974 1.422
H: -1.720 -2.477 0.905
H: -0.977 -0.663 2.118
H: 0.754 -0.720 1.336
H: -1.610 -0.041 -0.142
H: 1.056 2.231 1.261
H: 0.552 3.926 2.676
H: -1.802 4.563 3.461

Maximum force   3.032 eV Å⁻¹
SMILES   N[C@@H]1c2cccnc2[C@H](O)CC[C@H]1c1cccc(F)c1F
Charge   0
Orbital gap   9.498 eV



Molecular formula: C16H16FN4NiO2S
Method: DFT, ωB97M-V with the def2-TZVPD basis set

Element x y z (Å)
Ni: 10.237 7.621 9.458
N: 13.190 8.694 11.959
C: 12.241 8.062 11.311
S: 12.271 7.662 9.639
N: 11.126 7.821 12.057
N: 10.186 7.240 11.339
C: 9.192 6.616 11.996
C: 8.088 5.993 11.382
C: 6.964 5.571 12.154
C: 5.843 5.002 11.551
C: 5.868 4.698 10.177
C: 6.950 5.075 9.403
C: 8.025 5.768 9.947
O: 8.951 6.186 9.161
H: 13.968 9.084 11.433
H: 13.236 8.510 12.970
H: 9.316 6.580 13.110
H: 6.964 5.718 13.240
H: 4.995 4.680 12.138
H: 5.118 4.078 9.731
H: 7.025 4.881 8.328
C: 9.186 8.295 5.151
C: 10.193 8.407 6.313
N: 11.231 9.207 6.187
O: 10.129 7.716 7.331
H: 9.648 7.746 4.333
H: 8.892 9.276 4.807
H: 8.335 7.735 5.539
H: 11.420 9.712 5.285
H: 11.937 9.166 6.903
F: 6.427 12.104 9.975
C: 7.349 11.145 9.731
C: 8.574 11.203 10.347
C: 9.536 10.238 10.075
C: 9.222 9.165 9.293
C: 8.032 9.133 8.618
C: 7.062 10.113 8.828
H: 8.755 11.886 11.176
H: 10.577 10.385 10.441
H: 7.827 8.295 7.936
H: 6.091 10.025 8.346

Maximum force   4.650 eV Å⁻¹
Spin multiplicity   3
Charge   -1
Orbital gap (spin up / spin down)   5.621 / 6.402 eV



Molecular formula: C16H16FeN2O2
Method: DFT, ωB97M-V with the def2-TZVPD basis set

Element x y z (Å)
N: 2.278 1.271 -0.631
C: 3.293 0.400 -1.021
O: 3.092 -0.696 -1.515
N: 4.619 0.869 -0.810
C: 5.029 2.115 -0.258
O: 6.212 2.375 -0.129
C: 3.887 2.916 0.080
C: 2.608 2.459 -0.121
H: 5.343 0.216 -1.096
H: 4.088 3.892 0.502
H: 1.765 3.110 0.148
C: -0.358 1.524 -2.195
C: -1.508 0.677 -1.829
C: -1.866 0.398 -0.508
C: -3.156 -0.117 -0.033
C: -3.210 0.089 1.413
C: -1.956 0.582 1.846
C: -1.081 0.703 0.700
Fe: -1.753 -1.219 0.838
C: -0.604 -2.721 1.726
C: -0.474 -2.739 0.288
C: -1.798 -2.903 -0.277
C: -2.743 -2.984 0.818
C: -2.002 -2.871 2.056
H: 0.338 1.010 -2.872
H: -0.688 2.449 -2.701
H: 0.225 1.813 -1.307
H: -2.176 0.349 -2.624
H: -3.995 -0.422 -0.654
H: -4.093 -0.060 2.001
H: -1.673 0.892 2.835
H: -0.065 1.121 0.704
H: 0.215 -2.688 2.438
H: 0.457 -2.698 -0.269
H: -2.032 -2.999 -1.326
H: -3.804 -3.152 0.731
H: -2.413 -2.961 3.050

Maximum force   2.576 eV Å⁻¹
Spin multiplicity   5
Charge   -2
Orbital gap (spin up / spin down)   3.920 / 4.990 eV



Molecular formula: C16H16FeN7O5S
Method: DFT, ωB97M-V with the def2-TZVPD basis set

Element x y z (Å)
Fe: -0.347 1.317 -0.427
C: -3.924 -2.000 -3.575
C: -2.568 -2.582 -3.202
N: -2.257 -2.442 -1.788
C: -1.759 -1.345 -1.189
S: -1.295 -0.006 -2.182
N: -1.648 -1.447 0.131
N: -1.132 -0.345 0.723
C: -0.990 -0.332 2.001
C: -1.449 -1.420 2.915
C: -0.276 0.842 2.540
C: -0.103 1.070 3.898
C: 0.605 2.191 4.303
C: 1.118 3.055 3.351
C: 0.901 2.765 2.014
N: 0.234 1.683 1.630
H: -4.110 -2.134 -4.641
H: -4.725 -2.495 -3.024
H: -3.957 -0.934 -3.353
H: -2.532 -3.648 -3.430
H: -1.774 -2.103 -3.774
H: -2.584 -3.151 -1.150
H: -1.909 -2.217 2.340
H: -0.613 -1.824 3.490
H: -2.180 -1.032 3.627
H: -0.519 0.385 4.623
H: 0.751 2.387 5.357
H: 1.672 3.940 3.629
H: 1.265 3.405 1.220
O: 5.352 0.646 -1.896
C: 4.920 -0.529 -1.471
O: 5.619 -1.510 -1.446
C: 3.504 -0.604 -1.010
C: 2.919 -1.759 -0.533
N: 1.653 -1.453 -0.196
N: 1.379 -0.172 -0.435
C: 2.479 0.360 -0.930
C: 2.372 1.802 -1.314
O: 3.358 2.402 -1.723
O: 1.194 2.300 -1.165
H: 4.648 1.348 -1.855
H: 3.332 -2.746 -0.421
H: 0.912 -2.060 0.124
O: -3.372 4.229 -0.863
C: -2.515 3.468 -0.605
N: -1.647 2.696 -0.319

Maximum force   0.146 eV Å⁻¹
ΔE to the lowest compared entry with this formula, charge and spin   0.0 kJ/mol
Spin multiplicity   6
Charge   0
Orbital gap (spin up / spin down)   7.786 / 7.289 eV



Molecular formula: C16H16MnN5O4
Method: DFT, ωB97M-V with the def2-TZVPD basis set

Element x y z (Å)
Mn: 0.625 0.615 -0.332
O: -3.009 0.437 0.266
C: -1.871 0.453 -0.024
N: -1.049 1.096 -0.878
C: -1.320 2.127 -1.851
C: 0.044 2.448 -2.409
C: 0.328 3.408 -3.370
C: 1.632 3.523 -3.838
C: 2.623 2.685 -3.337
C: 2.280 1.774 -2.353
N: 1.025 1.663 -1.900
C: -0.603 -0.786 2.051
C: -1.824 -1.689 2.358
C: -1.441 -2.634 3.472
C: -0.170 -3.112 3.562
C: 0.586 -2.918 2.379
N: 0.317 -1.897 1.576
H: -1.797 3.012 -1.402
H: -2.003 1.773 -2.642
H: -0.456 4.044 -3.749
H: 1.876 4.253 -4.596
H: 3.643 2.737 -3.687
H: 3.028 1.124 -1.899
H: -2.790 -1.199 2.492
H: -2.225 -2.993 4.128
H: 0.164 -3.773 4.350
H: 1.303 -3.663 2.045
N: 0.497 -1.325 -1.580
C: -0.420 -2.328 -0.972
C: -0.747 -1.898 0.438
O: -1.833 -2.402 1.081
N: -0.782 -0.436 0.635
C: -0.041 0.269 2.958
C: 1.249 0.958 2.419
O: 2.056 1.452 3.119
O: 1.323 0.940 1.071
H: 0.270 -1.275 -2.579
H: 1.457 -1.692 -1.560
H: -0.004 -3.340 -0.995
H: -1.374 -2.354 -1.516
H: 0.225 -0.133 3.940
H: -0.790 1.052 3.130

Maximum force   5.625 eV Å⁻¹
Spin multiplicity   2
Charge   +3
Orbital gap (spin up / spin down)   6.815 / 7.262 eV



Molecular formula: C16H16N2O3
Method: DFT, ωB97M-V with the def2-TZVPD basis set

Element x y z (Å)
O: 2.170 2.759 -0.138
C: 1.848 1.623 -0.425
N: 2.744 0.703 -0.870
C: 4.164 0.990 -0.940
C: 4.954 0.069 -0.073
C: 5.723 -1.017 -0.377
C: 6.198 -1.525 0.857
C: 5.676 -0.714 1.816
O: 4.923 0.249 1.264
C: 0.444 1.136 -0.325
C: -0.389 1.725 0.622
C: -1.700 1.326 0.769
C: -2.227 0.330 -0.055
N: -3.549 -0.101 0.081
C: -4.005 -1.342 -0.523
C: -5.332 -1.628 0.181
C: -5.837 -0.233 0.523
C: -4.568 0.590 0.681
O: -4.492 1.666 1.221
C: -1.402 -0.242 -1.027
C: -0.085 0.154 -1.155
H: 2.460 -0.256 -0.989
H: 4.273 2.026 -0.604
H: 4.513 0.900 -1.974
H: 5.934 -1.401 -1.354
H: 6.837 -2.371 1.003
H: 5.764 -0.717 2.884
H: 0.017 2.503 1.250
H: -2.326 1.792 1.510
H: -4.158 -1.207 -1.602
H: -3.271 -2.134 -0.365
H: -5.155 -2.197 1.095
H: -6.017 -2.190 -0.450
H: -6.417 0.200 -0.296
H: -6.441 -0.186 1.427
H: -1.787 -0.989 -1.703
H: 0.515 -0.289 -1.938

Maximum force   0.953 eV Å⁻¹
SMILES   O=C(NCc1ccco1)c1ccc(N2CCCC2=O)cc1
ΔE to the lowest compared entry with this formula, charge and spin   82.3 kJ/mol
Charge   0
Orbital gap   9.206 eV



Molecular formula: C16H16N2S4Se3TeW
Method: DFT, ωB97M-V with the def2-TZVPD basis set

Element x y z (Å)
W: 1.196 1.310 -1.237
C: -1.185 3.725 -1.491
C: -1.593 3.073 -0.174
S: -0.153 2.270 0.586
C: -0.673 0.605 1.131
C: -1.465 -0.182 0.085
S: -0.518 -0.453 -1.451
C: -1.666 -0.011 -2.773
C: -1.958 1.474 -2.934
S: -0.514 2.585 -2.737
H: -0.381 4.449 -1.342
H: -2.034 4.257 -1.924
H: -2.392 2.349 -0.320
H: -1.966 3.836 0.509
H: -1.288 0.691 2.029
H: 1.060 0.537 2.379
H: -2.400 0.321 -0.157
H: -1.721 -1.155 0.505
H: -2.594 -0.572 -2.652
H: -1.167 -0.399 -3.662
H: -2.734 1.798 -2.243
H: -2.338 1.648 -3.941
Se: 2.940 3.170 -0.942
Se: 2.588 4.101 -3.063
Te: 3.329 2.144 -4.502
Se: 2.359 0.170 -3.216
N: -0.376 -6.506 3.574
C: -0.182 -5.427 3.228
C: 0.058 -4.073 2.795
C: 0.459 -3.826 1.484
C: 0.688 -2.526 1.070
C: 0.518 -1.459 1.949
C: 0.129 -1.724 3.259
C: -0.104 -3.019 3.687
C: 0.699 -0.023 1.505
C: 1.704 0.214 0.367
H: 0.598 -4.652 0.800
H: 1.018 -2.344 0.054
H: 0.015 -0.903 3.958
H: -0.403 -3.218 4.707
S: 5.526 -1.108 0.104
C: 4.025 -0.705 0.362
N: 2.897 -0.441 0.635

Maximum force   0.994 eV Å⁻¹
Spin multiplicity   3
Charge   0
Orbital gap (spin up / spin down)   6.065 / 6.049 eV



Molecular formula: C16H16N4O2
Method: DFT, ωB97M-V with the def2-TZVPD basis set

Element x y z (Å)
C: 1.500 3.152 4.841
C: 1.259 3.242 3.318
C: 1.094 2.006 2.631
C: 0.853 2.051 1.313
N: 0.919 0.828 0.670
N: 0.258 0.537 -0.431
C: 0.152 -0.764 -1.010
C: 1.192 -1.691 -0.814
C: 1.093 -2.907 -1.427
C: -0.038 -3.391 -2.109
C: -1.052 -2.458 -2.329
C: -0.985 -1.139 -1.696
C: -2.301 -2.970 -2.955
C: -2.636 -4.455 -2.715
C: -1.294 -5.189 -2.904
O: -1.218 -6.250 -3.530
N: -0.118 -4.738 -2.472
C: 0.331 3.270 0.703
N: -0.130 3.388 -0.577
C: 0.335 4.469 1.493
C: 0.924 4.494 2.755
O: 1.191 5.618 3.551
H: 0.599 3.192 5.480
H: 2.190 3.916 5.142
H: 2.076 2.272 5.053
H: 1.149 1.014 3.158
H: 2.036 -1.521 -0.127
H: 1.877 -3.479 -1.070
H: -1.725 -0.376 -1.985
H: -2.299 -2.864 -4.043
H: -3.158 -2.432 -2.610
H: -3.077 -4.717 -1.751
H: -3.294 -4.737 -3.469
H: 0.656 -5.084 -3.016
H: -0.324 4.264 -1.071
H: -0.103 2.536 -1.076
H: 0.099 5.431 0.972
H: 1.971 5.481 4.105

Maximum force   5.303 eV Å⁻¹
SMILES   Cc1cc(/N=N/c2ccc3c(c2)CCC(=O)N3)c(N)cc1O
ΔE to the lowest compared entry with this formula, charge and spin   284.6 kJ/mol
Charge   0
Orbital gap   7.155 eV



Molecular formula: C16H16N4O2
Method: DFT, ωB97M-V with the def2-TZVPD basis set

Element x y z (Å)
O: 2.173 -6.982 0.001
N: 1.034 -6.759 0.491
C: 0.919 -5.422 0.498
C: 1.743 -4.478 1.169
C: 1.459 -3.075 1.090
C: 0.513 -2.548 0.148
N: 0.240 -1.193 0.070
C: 0.189 -0.440 -1.203
C: -1.100 0.395 -1.443
N: -1.184 1.240 -0.265
C: -0.780 2.587 -0.263
C: -0.047 3.104 0.801
C: 0.336 4.441 0.792
C: 0.108 5.332 -0.273
N: 0.749 6.561 -0.310
O: 0.656 7.318 -1.376
C: -0.689 4.815 -1.331
C: -1.234 3.515 -1.215
C: -1.286 0.588 1.066
C: -0.021 -0.305 1.235
C: -0.299 -3.528 -0.411
C: -0.088 -4.906 -0.288
H: 2.543 -4.927 1.725
H: 2.035 -2.453 1.814
H: 0.519 -1.237 -1.925
H: 0.997 0.287 -1.016
H: -0.918 0.938 -2.332
H: -2.040 -0.199 -1.509
H: 0.293 2.344 1.568
H: 0.711 4.840 1.766
H: -0.926 5.383 -2.198
H: -2.029 3.170 -1.819
H: -1.251 1.168 1.923
H: -2.145 0.033 1.263
H: 0.868 0.355 1.457
H: -0.139 -1.049 2.015
H: -1.150 -3.288 -1.040
H: -0.760 -5.626 -0.672

Maximum force   5.588 eV Å⁻¹
SMILES   O=Nc1ccc(N2CCN(c3ccc(N=O)cc3)CC2)cc1
ΔE to the lowest compared entry with this formula, charge and spin   817.4 kJ/mol
Charge   0
Orbital gap   7.157 eV



Molecular formula: C16H16N4O4V
Method: DFT, ωB97M-V with the def2-TZVPD basis set

Element x y z (Å)
V: -0.255 -0.242 -1.208
O: 3.506 -0.741 2.591
C: 4.133 -0.952 1.423
C: 5.519 -1.103 1.469
C: 6.229 -1.358 0.317
C: 5.582 -1.472 -0.916
C: 4.218 -1.321 -0.971
C: 3.469 -1.053 0.187
C: 2.028 -0.873 0.079
O: 1.482 -0.944 -1.136
N: 1.292 -0.637 1.131
N: -0.033 -0.530 0.729
C: -0.980 -0.699 1.578
C: -2.356 -0.852 1.157
C: -3.360 -0.833 2.137
C: -4.675 -1.078 1.812
C: -5.006 -1.383 0.492
C: -4.038 -1.429 -0.493
C: -2.709 -1.155 -0.178
O: -1.805 -1.201 -1.180
H: 2.543 -0.722 2.441
H: 6.008 -1.025 2.430
H: 7.304 -1.476 0.375
H: 6.148 -1.677 -1.813
H: 3.695 -1.406 -1.913
H: -0.725 -0.790 2.632
H: -3.085 -0.628 3.164
H: -5.440 -1.054 2.576
H: -6.034 -1.598 0.232
H: -4.285 -1.684 -1.514
C: -3.174 2.238 -1.260
N: -2.129 3.189 -1.632
C: -0.850 2.839 -1.699
N: 0.095 3.727 -2.019
O: -0.521 1.642 -1.449
H: -4.127 2.756 -1.299
H: -3.016 1.861 -0.250
H: -3.201 1.403 -1.958
H: -2.387 4.143 -1.819
H: -0.111 4.693 -2.204
H: 1.052 3.421 -2.042

Maximum force   0.466 eV Å⁻¹
Spin multiplicity   3
Charge   +1
Orbital gap (spin up / spin down)   7.384 / 7.261 eV